one:
Computed, not measured: C6H11NO2 in the gas phase, with ωB97M-V/def2-TZVPD.

The SMILES is C=CC(C)(C)C(=O)ON. The value obtained for the LUMO energy is 0.8 eV. For the highest occupied orbital energy, the calculation gives -9.9942 eV. The frontier orbital gap comes out at 10.8 eV.

Positions of all 20 atoms, in Å:
O 0.644 2.126 0.075
O -1.396 1.205 0.079
N -1.952 2.505 -0.062
C -0.050 1.144 0.165
C -0.510 -1.139 1.129
C 0.439 -0.290 0.285
C 0.528 -0.736 -1.154
C -0.367 -1.465 -1.793
C 1.844 -0.277 0.899
H -0.431 -0.850 2.175
H 1.800 -0.010 1.951
H 2.471 0.451 0.389
H -0.228 -1.734 -2.828
H -2.278 2.575 -1.025
H -0.243 -2.189 1.035
H 1.407 -0.379 -1.676
H 2.296 -1.262 0.806
H -1.264 -1.832 -1.325
H -1.541 -1.001 0.813
H -1.171 3.158 0.061

Here are the Löwdin charges for atoms 1 to 2, given in e: 0.1090 -0.0636

two:
Computed, not measured: a molecular structure, C6H11NO2, with ωB97M-V/def2-TZVPD.

The value obtained for the LUMO energy is 0.6 eV. For the highest occupied orbital energy, the calculation gives -8.3156 eV. The frontier orbital gap comes out at 8.9 eV.

Positions of all 20 atoms, in Å:
O 0.464 -1.747 0.061
O 2.940 -1.434 0.191
N -2.586 1.134 -0.068
C 0.577 -0.428 -0.047
C -2.331 -1.296 -0.079
C -1.820 0.119 -0.006
C 0.007 0.699 0.092
C 2.448 -0.081 0.165
C 0.140 2.159 0.001
H 0.116 2.618 0.993
H 3.775 -1.466 -0.298
H -3.426 -1.323 -0.140
H 1.042 2.472 -0.531
H 2.845 0.462 -0.692
H -2.030 -1.849 0.813
H -3.580 0.897 -0.185
H 2.670 0.389 1.122
H -0.726 2.550 -0.549
H -1.935 -1.795 -0.967
H 1.410 -2.080 0.123

Here are the Löwdin charges for atoms 1 to 2, given in e: 0.0328 -0.1263

three:
Computed, not measured: a molecular structure, C6H11NO2, with ωB97M-V/def2-TZVPD.

The value obtained for the LUMO energy (spin up / spin down) is -0.5 / -0.5 eV. For the highest occupied orbital energy (spin up / spin down), the calculation gives -8.8204 / -8.8201 eV. The frontier orbital gap (spin up / spin down) comes out at 8.3 / 8.3 eV.

Positions of all 20 atoms, in Å:
O -1.773 0.636 0.580
O -0.707 -1.479 0.909
N -0.858 -2.116 -1.310
C 0.152 1.702 1.714
C 2.009 -0.182 -0.955
C -0.081 -1.689 -0.223
C -0.753 1.612 0.502
C -0.220 0.931 -0.714
C 0.713 -0.091 -0.705
H 0.970 2.402 1.529
H -1.833 -2.265 -1.102
H -1.315 -0.460 0.833
H 2.602 0.671 -1.262
H -0.819 1.081 -1.607
H -0.447 -2.765 -1.960
H 2.529 -1.132 -0.873
H 0.570 0.726 1.957
H -0.425 2.057 2.569
H 0.873 -2.225 -0.142
H -1.187 2.586 0.262

Here are the Löwdin charges for atoms 1 to 2, given in e: -0.0740 -0.0583

Result of the stability comparison: one is the most stable of them.

one:
Computed, not measured: a molecular structure, C4H10NO, with ωB97M-V/def2-TZVPD.

The value obtained for the LUMO energy is -3.1 eV. For the highest occupied orbital energy, the calculation gives -15.0284 eV. The frontier orbital gap comes out at 11.9 eV. The total charge is +1.

Positions of all 16 atoms, in Å:
O 0.668 -1.608 -0.067
N -1.484 -0.596 0.528
C -0.722 0.509 -0.020
C -1.963 0.045 -0.707
C 1.963 0.662 0.186
C 0.954 -0.275 -0.475
H 1.835 1.519 -0.335
H -0.937 -1.408 0.466
H 1.790 0.791 1.182
H 0.907 -0.114 -1.633
H 2.855 0.169 0.222
H -2.087 -0.706 1.328
H -1.922 -0.516 -1.532
H -0.783 1.349 0.616
H 1.155 -1.695 0.733
H -2.831 0.516 -0.752

Here are the Löwdin charges for atoms 1 to 2, given in e: -0.0093 0.1028

two:
Computed, not measured: 2 unconnected molecules or ions with the total composition C4H10NO, with ωB97M-V/def2-TZVPD.

The value obtained for the LUMO energy (spin up / spin down) is -7.0 / -4.8 eV. For the highest occupied orbital energy (spin up / spin down), the calculation gives -12.6755 / -13.7898 eV. The frontier orbital gap (spin up / spin down) comes out at 5.7 / 9.0 eV. The total charge is +1.

Positions of all 16 atoms, in Å:
O 1.680 -0.312 1.084
N -1.307 -0.402 0.283
C -2.165 0.623 0.021
C 2.618 1.209 -0.367
C -1.600 -1.679 -0.045
C 1.453 0.418 0.149
H 2.657 -0.552 1.178
H 3.031 0.942 -1.374
H -2.202 -1.724 -1.104
H -3.003 0.265 -0.443
H -0.594 -2.127 -0.192
H -1.665 1.480 -0.460
H -2.399 0.926 1.035
H -2.129 -2.472 0.553
H 3.433 1.160 0.263
H 2.190 2.245 -0.581

Here are the Löwdin charges for atoms 1 to 2, given in e: 0.1807 -0.0606

three:
Computed, not measured: 2 unconnected molecules or ions with the total composition C4H10NO, with ωB97M-V/def2-TZVPD.

The value obtained for the LUMO energy is -5.2 eV. For the highest occupied orbital energy, the calculation gives -14.0292 eV. The frontier orbital gap comes out at 8.9 eV. The total charge is +1.

Positions of all 16 atoms, in Å:
O 0.125 0.166 -2.527
N 0.254 1.138 0.074
C 0.206 2.340 0.520
C -0.267 0.056 0.865
C -0.177 -2.423 1.333
C -0.076 -1.201 0.478
H 0.097 -3.291 0.738
H -0.750 0.377 1.776
H 0.075 -0.667 -3.020
H -1.126 -2.538 1.846
H 0.081 -1.424 -0.556
H -0.417 0.725 -3.109
H 0.043 3.246 -0.052
H 0.130 1.106 -0.959
H 0.281 2.485 1.593
H 0.583 -2.405 2.102

Here are the Löwdin charges for atoms 1 to 2, given in e: -0.0484 0.0525

Result of the stability comparison: three is the most stable of them.